[1]
The following is a quantum chemistry calculation of 5 unconnected molecules or ions with the total composition C55H102FN7O6PS, from the OMol25 dataset.

```
173
C55H102FN7O6PS (ωB97M-V with the def2-TZVPD basis set)
C -1.96 -5.20 8.63
C -2.42 -4.62 7.28
C -1.27 -4.46 6.28
F -0.06 -4.88 6.82
C -1.46 -5.16 4.91
C -1.98 -6.60 5.08
O -1.39 -7.20 6.20
C -2.14 -8.30 6.69
N -0.12 -5.26 4.22
C 0.95 -6.26 4.54
C 2.33 -5.64 4.54
C 2.81 -4.92 5.62
C 4.06 -4.34 5.57
C 4.86 -4.44 4.44
C 6.21 -3.79 4.36
C 4.37 -5.18 3.37
C 3.13 -5.77 3.41
C 0.03 -4.43 3.27
C -1.11 -3.48 3.13
C -1.30 -3.04 1.69
C -2.06 -1.90 1.40
C -2.25 -1.48 0.10
C -1.67 -2.19 -0.95
C -0.90 -3.30 -0.68
C -0.73 -3.73 0.63
P -0.43 -1.94 3.98
O -1.47 -1.03 4.46
O 0.62 -2.53 5.02
O 0.57 -1.32 2.91
C -2.27 -4.31 3.84
C -2.96 -5.29 2.86
C -3.92 -4.75 1.78
O -3.57 -5.21 0.48
C -3.34 -3.38 4.44
C -4.66 -4.03 4.89
C -5.35 -3.18 5.95
C -6.10 -2.00 5.32
S -6.27 -0.52 6.37
C -4.61 -0.02 6.53
N -4.10 1.04 6.00
N -2.80 1.13 6.48
C -2.64 0.12 7.24
O -3.73 -0.67 7.35
H -1.25 -4.53 9.11
H -1.48 -6.16 8.51
H -2.83 -5.30 9.28
H -3.22 -5.25 6.89
H -2.82 -3.63 7.49
H -1.15 -3.40 6.09
H -3.06 -6.56 5.20
H -1.78 -7.18 4.17
H -2.48 -8.94 5.87
H -1.48 -8.88 7.34
H -3.00 -7.95 7.26
H 0.72 -6.74 5.48
H 0.92 -7.00 3.74
H 2.23 -4.82 6.52
H 4.41 -3.78 6.43
H 7.01 -4.52 4.44
H 6.32 -3.04 5.14
H 6.32 -3.27 3.41
H 5.00 -5.27 2.49
H 2.79 -6.33 2.55
H 0.91 -4.38 2.65
H -2.51 -1.34 2.22
H -2.84 -0.59 -0.09
H -1.83 -1.85 -1.97
H -0.45 -3.86 -1.48
H -0.14 -4.63 0.80
H 1.40 -1.97 5.10
H 0.16 -0.54 2.49
H -2.20 -5.86 2.32
H -3.53 -6.01 3.43
H -4.92 -5.15 1.98
H -4.02 -3.67 1.79
H -3.25 -4.48 -0.05
H -3.57 -2.63 3.68
H -2.94 -2.80 5.27
H -5.33 -4.05 4.02
H -4.54 -5.06 5.20
H -6.06 -3.77 6.53
H -4.63 -2.79 6.66
H -7.13 -2.27 5.13
H -5.63 -1.67 4.39
H -1.75 -0.14 7.79
C -4.90 -0.71 -3.57
C -4.37 0.36 -4.51
N -3.19 -0.07 -5.24
C -2.49 1.02 -5.90
C -3.22 1.77 -7.02
C -3.34 -1.30 -6.01
C -4.45 -1.34 -7.07
H -4.11 -1.06 -2.90
H -5.70 -0.30 -2.95
H -5.31 -1.57 -4.10
H -4.07 1.23 -3.91
H -5.18 0.70 -5.16
H -1.54 0.63 -6.29
H -2.22 1.74 -5.13
H -3.28 1.18 -7.94
H -2.67 2.68 -7.26
H -4.23 2.06 -6.73
H -3.51 -2.12 -5.31
H -2.38 -1.51 -6.47
H -5.39 -0.95 -6.70
H -4.62 -2.38 -7.37
H -4.18 -0.79 -7.97
C 8.20 -3.41 -2.81
C 6.92 -2.91 -2.15
N 6.75 -3.40 -0.79
C 5.42 -3.18 -0.26
C 4.95 -1.74 -0.05
C 7.86 -3.14 0.12
C 8.27 -1.68 0.34
H 8.25 -4.50 -2.76
H 8.21 -3.11 -3.86
H 9.09 -3.00 -2.34
H 6.07 -3.27 -2.73
H 6.90 -1.81 -2.21
H 5.35 -3.72 0.69
H 4.72 -3.68 -0.93
H 5.43 -1.27 0.81
H 3.87 -1.73 0.14
H 5.13 -1.12 -0.93
H 8.73 -3.69 -0.24
H 7.61 -3.59 1.08
H 8.35 -1.13 -0.61
H 9.26 -1.64 0.81
H 7.59 -1.14 0.99
C 0.29 7.22 -5.99
C 0.78 6.74 -4.64
N -0.14 5.80 -4.01
C 0.16 5.56 -2.61
C 1.49 4.88 -2.25
C -0.48 4.63 -4.80
C 0.65 3.72 -5.28
H -0.72 7.64 -5.92
H 0.95 8.01 -6.36
H 0.28 6.43 -6.74
H 0.87 7.60 -3.97
H 1.79 6.33 -4.76
H -0.67 4.98 -2.18
H 0.13 6.53 -2.10
H 1.48 3.82 -2.49
H 1.66 4.97 -1.18
H 2.33 5.34 -2.76
H -1.04 4.98 -5.67
H -1.20 4.04 -4.22
H 1.49 4.28 -5.69
H 0.28 3.06 -6.07
H 1.03 3.08 -4.48
C 0.95 10.83 -4.27
C 0.62 12.19 -4.87
N 1.72 12.74 -5.64
C 1.54 14.14 -5.97
C 0.38 14.52 -6.90
C 2.23 11.89 -6.70
C 1.26 11.41 -7.78
H 1.87 10.87 -3.68
H 0.14 10.51 -3.61
H 1.06 10.06 -5.03
H 0.41 12.89 -4.06
H -0.31 12.10 -5.45
H 2.48 14.50 -6.41
H 1.42 14.68 -5.03
H 0.57 14.24 -7.93
H 0.24 15.61 -6.88
H -0.56 14.07 -6.58
H 2.68 11.01 -6.23
H 3.07 12.41 -7.17
H 0.32 11.05 -7.35
H 1.70 10.58 -8.33
H 1.02 12.19 -8.50
```

Output
Maximum force in eV/Å: 0.9
Net charge: +1
Energy in eV: -104241.247


[2]
The following is a quantum chemistry calculation of a single CH4N2 molecule in a non-equilibrium geometry, from the OMol25 dataset.

```
7
CH4N2 (ωB97M-V with the def2-TZVPD basis set)
C -0.69 -0.89 -0.06
H 1.50 1.05 0.20
H 0.77 0.39 -1.11
H -1.29 -1.68 0.43
H -0.62 -1.03 -1.11
N 0.59 0.93 -0.25
N -0.05 0.01 0.53
```

Output
SMILES: C=NN
Energy above the lowest of the compared OMol25 structures with the same formula, charge and spin in kcal/mol: 58.9
Maximum force in eV/Å: 2.3
Net charge: 0


[3]
The following is a quantum chemistry calculation of a molecular structure, C13H8N3O10SSe4Ta in a non-equilibrium geometry, from the OMol25 dataset.

```
40
C13H8N3O10SSe4Ta (ωB97M-V with the def2-TZVPD basis set)
Ta -0.40 -0.79 -0.32
O -1.18 0.60 3.17
C -1.02 -0.36 2.49
O -0.02 -0.52 1.58
C -1.94 -1.57 2.40
C -2.22 -2.52 3.34
C -2.79 -3.73 2.91
C -2.86 -4.08 1.59
C -2.50 -3.10 0.66
C -2.28 -1.79 1.06
O -2.25 -0.78 0.19
N -2.03 -3.44 -0.65
O -1.13 -2.67 -1.14
O -2.34 -4.42 -1.22
N -3.17 -4.74 3.92
O -3.69 -5.75 3.52
O -2.92 -4.48 5.08
H -1.98 -2.38 4.39
H -3.11 -5.08 1.28
Se -1.08 0.20 -2.51
Se 0.99 0.86 -3.36
Se 2.21 -1.06 -2.86
Se 2.06 -1.02 -0.50
N -0.71 1.70 0.40
C -0.59 2.69 -0.63
C 0.67 3.10 -1.02
C 0.81 4.00 -2.06
C -0.33 4.48 -2.71
C -1.59 4.07 -2.32
C -1.72 3.17 -1.27
S -0.10 5.73 -4.00
O 0.83 5.08 -4.92
O -1.43 5.95 -4.54
O 0.46 6.84 -3.25
H -1.63 1.74 0.84
H -0.03 1.85 1.14
H 1.55 2.70 -0.52
H 1.79 4.34 -2.39
H -2.45 4.45 -2.86
H -2.71 2.83 -0.95
```

Output
Energy above the lowest of the compared OMol25 structures with the same formula, charge and spin in kcal/mol: 122.4
Maximum force in eV/Å: 3.2
Net charge: 0


[4]
The following is a quantum chemistry calculation of a molecular structure, C2H9NS in a non-equilibrium geometry, from the OMol25 dataset.

```
13
C2H9NS (ωB97M-V with the def2-TZVPD basis set)
N -0.59 1.85 1.14
H 0.05 2.47 1.54
H -4.86 -3.68 3.89
H -1.24 2.43 0.52
H -0.12 1.19 0.57
C 1.70 -0.65 -1.00
C 1.60 0.25 -2.17
S 1.32 -1.53 -2.54
H -4.73 -3.20 3.25
H 2.72 -0.75 -0.60
H 1.04 -0.16 -0.11
H 2.43 0.98 -2.40
H 0.69 0.79 -2.07
```

Output
Energy above the lowest of the compared OMol25 structures with the same formula, charge and spin in kcal/mol: 86.5
Maximum force in eV/Å: 3.4
Net charge: +1
2S+1: 2
Expectation value of S²: 0.75


[5]
The following is a quantum chemistry calculation of a gas-phase ion, C6H15FN (charge +1) in a non-equilibrium geometry, from the OMol25 dataset.

```
23
C6H15FN (ωB97M-V with the def2-TZVPD basis set)
C -2.04 0.72 -2.16
C 0.94 -1.43 1.14
C 1.98 0.36 -0.20
C 0.44 0.97 1.57
C -0.38 -0.28 -0.40
C -1.21 0.98 -0.89
N 0.78 -0.02 0.52
F -2.11 1.12 0.15
H -3.11 0.61 -1.86
H -1.70 -0.17 -2.77
H -1.88 1.57 -2.84
H 0.10 -1.73 1.78
H 1.00 -2.25 0.29
H 1.94 -1.44 1.74
H 1.86 1.33 -0.72
H 2.80 0.55 0.47
H 2.37 -0.32 -0.81
H 0.52 1.95 1.16
H -0.55 0.77 1.68
H 1.01 0.97 2.51
H -1.22 -0.98 0.13
H 0.07 -0.92 -1.25
H -0.62 1.83 -0.99
```

Output
SMILES: C[C@@H](F)C[N+](C)(C)C
Energy above the lowest of the compared OMol25 structures with the same formula, charge and spin in kcal/mol: 20.6
Maximum force in eV/Å: 4.4
Net charge: +1


[6]
The following is a quantum chemistry calculation of 2 unconnected molecules or ions with the total composition C3H7NS2 in a non-equilibrium geometry, from the OMol25 dataset.

```
13
C3H7NS2 (ωB97M-V with the def2-TZVPD basis set)
C 0.33 -1.31 -2.06
C 1.32 -0.29 -1.52
C -0.57 0.68 0.22
H -0.43 -0.85 -2.83
H -0.17 -1.91 -1.21
H 0.99 -2.29 -2.49
H 1.98 0.00 -2.40
H 1.58 -0.32 -0.34
H -1.48 1.26 0.51
H 0.82 -1.30 3.30
N 0.01 -0.40 0.88
S 0.45 1.49 -1.09
S -1.06 -0.63 2.30
```

Output
Energy above the lowest of the compared OMol25 structures with the same formula, charge and spin in kcal/mol: 155.9
Maximum force in eV/Å: 7.1
Net charge: 0


[7]
The following is a quantum chemistry calculation of a molecular structure, C24H49N4O4P3STb in a non-equilibrium geometry, from the OMol25 dataset.

```
86
C24H49N4O4P3STb (ωB97M-V with the def2-TZVPD basis set)
Tb 0.03 0.03 0.08
N 1.48 2.92 1.45
C 0.21 3.52 1.87
C -0.89 3.40 0.79
O -1.47 4.41 0.39
N -1.05 2.14 0.38
C -1.93 2.01 -0.78
C -1.23 1.02 -1.71
O -1.87 0.07 -2.22
O 0.02 1.13 -1.79
H 1.32 1.92 1.26
H 1.77 3.34 0.57
H 0.39 4.59 2.06
H -0.11 3.04 2.79
H -2.05 2.98 -1.28
H -2.93 1.63 -0.50
C -3.95 -1.62 -0.67
P -2.15 -2.00 -0.67
C -2.23 -3.55 0.36
C -2.05 -2.80 -2.34
C -0.61 -3.23 -2.61
P 0.56 -1.84 -2.17
C 2.13 -2.83 -2.30
C 0.66 -1.01 -3.81
H -4.54 -2.51 -0.91
H -4.13 -0.84 -1.42
H -4.24 -1.25 0.31
H -2.94 -4.27 -0.05
H -2.53 -3.27 1.37
H -1.24 -3.99 0.42
H -2.35 -2.04 -3.06
H -2.74 -3.65 -2.41
H -0.48 -3.53 -3.66
H -0.35 -4.07 -1.97
H 2.17 -3.40 -3.23
H 2.19 -3.50 -1.45
H 2.96 -2.13 -2.24
H 0.95 -1.72 -4.59
H 1.39 -0.21 -3.73
H -0.31 -0.57 -4.03
S -2.96 -1.63 3.87
C -2.01 -1.10 2.72
N -1.29 -0.74 1.86
C 4.01 -3.03 4.46
C 3.41 -2.55 3.14
C 4.47 -2.63 2.04
C 2.28 -3.50 2.71
P 2.68 -0.76 3.13
N 1.82 -0.47 1.83
C 4.16 0.49 3.13
C 4.64 0.62 1.69
C 3.63 1.87 3.53
C 5.32 0.14 4.06
C 1.56 -0.49 4.65
C 0.64 -1.70 4.79
C 0.67 0.72 4.37
C 2.31 -0.30 5.97
H 4.48 -4.01 4.30
H 3.25 -3.16 5.22
H 4.78 -2.36 4.83
H 4.75 -3.67 1.87
H 5.37 -2.08 2.30
H 4.04 -2.23 1.12
H 2.71 -4.45 2.38
H 1.75 -3.06 1.86
H 1.59 -3.71 3.51
H 3.79 0.73 1.02
H 5.22 -0.23 1.36
H 5.26 1.51 1.58
H 2.78 2.16 2.91
H 4.42 2.61 3.36
H 3.36 1.93 4.58
H 5.84 -0.76 3.73
H 4.98 -0.01 5.08
H 6.04 0.95 4.05
H 0.19 -1.94 3.83
H -0.18 -1.46 5.47
H 1.16 -2.57 5.19
H 0.24 0.63 3.37
H 1.20 1.66 4.45
H -0.15 0.74 5.08
H 2.99 -1.12 6.17
H 1.58 -0.26 6.79
H 2.87 0.63 6.00
O 2.07 -0.28 -0.37
C 2.13 -1.13 0.58
```

Output
Energy above the lowest of the compared OMol25 structures with the same formula, charge and spin in kcal/mol: 56.4
Maximum force in eV/Å: 3.1
Net charge: -1
2S+1: 7
Expectation value of S²: 12.68


Among the records above, which one has the highest maximum force?
C3H7NS2